72
Properties=species:S:1:pos:R:3:forces:R:3 method="wB97M-V/def2-TZVPD" energy_ha=-5573.81681 lumo_energy_ev="-6.29 / -6.39" total_charge=+2 orbital_gap_ev="6.64 / 6.54" e_above_lowest_ev=1.137 spin_multiplicity=6 s2=8.76 e_homo_ev="-12.929 / -12.926"
Fe -0.803 0.488 -0.138 -0.02 -0.05 -0.19
C 4.589 4.682 0.816 0.03 0.01 0.00
C 3.700 3.568 0.345 -0.03 -0.04 -0.01
C 4.094 2.251 0.351 0.02 0.03 0.01
C 3.279 1.207 -0.146 -0.06 -0.05 -0.04
C 3.911 -0.071 -0.144 -0.01 -0.01 -0.02
N 3.875 -1.017 -1.040 0.00 0.03 0.02
C 3.407 -0.915 -2.431 0.03 0.00 0.04
C 2.232 -1.818 -2.762 -0.01 0.03 -0.04
C 2.430 -3.324 -2.513 0.02 -0.04 0.00
N 1.096 -3.955 -2.445 -0.04 -0.01 0.04
C 0.273 -3.497 -1.555 0.03 0.00 -0.03
C -1.140 -3.537 -1.466 -0.03 0.04 0.02
C -2.015 -4.553 -1.882 -0.02 0.00 0.00
C -3.382 -4.394 -1.785 0.01 0.00 0.00
C -4.345 -5.482 -2.168 0.01 -0.03 -0.01
C -3.858 -3.159 -1.321 0.02 0.02 0.00
C -3.029 -2.111 -0.943 0.05 -0.07 -0.04
C -3.598 -0.824 -0.601 -0.01 0.06 0.00
N -2.954 0.258 -0.370 0.03 -0.05 0.06
C -3.767 1.456 -0.131 -0.02 0.01 0.00
C -3.407 2.543 -1.134 0.00 -0.03 -0.03
C -2.164 3.311 -0.751 0.05 0.00 0.01
N -0.918 2.502 -0.717 -0.01 0.05 0.16
C 0.144 3.223 -0.675 0.04 -0.02 -0.03
C 1.513 2.815 -0.463 0.07 0.01 -0.05
C 2.399 3.818 -0.092 -0.04 -0.02 -0.02
C 1.922 1.460 -0.501 0.03 0.06 0.02
O 1.086 0.502 -0.765 0.02 -0.02 0.00
C -1.632 -2.290 -0.987 -0.06 -0.07 0.01
O -0.794 -1.349 -0.700 0.09 0.05 0.00
H 5.567 4.308 1.113 0.00 0.00 0.00
H 4.149 5.192 1.674 0.00 0.01 0.00
H 4.738 5.423 0.030 0.00 0.00 0.00
H 5.089 2.000 0.704 0.00 0.01 0.01
H 4.583 -0.281 0.685 0.00 0.01 0.00
H 4.449 -1.823 -0.831 0.00 0.01 0.00
H 4.279 -1.127 -3.053 -0.02 -0.02 -0.01
H 3.119 0.121 -2.599 0.00 0.00 -0.01
H 1.982 -1.658 -3.813 0.00 0.00 0.00
H 1.386 -1.457 -2.178 0.01 0.00 0.01
H 2.933 -3.530 -1.567 0.00 0.02 0.00
H 2.999 -3.809 -3.302 0.00 0.02 0.00
H 0.769 -4.517 -3.221 -0.01 0.00 0.00
H 0.736 -2.833 -0.833 0.00 -0.01 0.00
H -1.613 -5.495 -2.237 0.00 -0.01 0.00
H -3.820 -6.389 -2.460 0.00 0.00 0.00
H -4.972 -5.171 -3.004 -0.01 0.00 0.00
H -5.003 -5.729 -1.335 0.00 0.00 0.00
H -4.932 -3.010 -1.271 0.00 0.01 0.00
H -4.689 -0.793 -0.577 0.00 0.01 -0.01
H -3.581 1.799 0.890 0.01 0.01 -0.01
H -4.826 1.202 -0.208 0.00 0.00 0.02
H -4.230 3.256 -1.190 0.01 0.02 0.04
H -3.306 2.108 -2.132 0.00 0.00 0.01
H -2.295 3.723 0.254 -0.04 0.02 -0.02
H -2.013 4.148 -1.434 -0.02 -0.02 -0.02
H 0.016 4.305 -0.749 0.00 0.01 -0.01
H 2.037 4.841 -0.083 0.00 0.01 0.00
Br 0.501 2.687 7.653 0.00 -0.01 -0.01
C -0.144 1.582 6.273 0.01 0.01 -0.02
C -0.873 0.438 6.586 0.01 0.01 0.03
N -1.356 -0.384 5.662 0.00 -0.01 0.01
C -1.130 -0.091 4.387 -0.01 -0.01 -0.02
C -0.414 1.028 3.982 0.02 0.09 0.00
C 0.095 1.889 4.950 -0.03 -0.04 0.01
C -0.176 1.333 2.548 0.07 -0.11 -0.08
O 0.472 2.285 2.164 -0.03 0.02 0.05
O -0.721 0.461 1.704 -0.17 0.00 0.15
H -1.067 0.184 7.621 -0.01 0.00 0.00
H -1.535 -0.774 3.651 0.00 -0.01 0.00
H 0.654 2.768 4.660 0.00 0.00 0.00